No. 1
Density functional theory data (the ωB97M-V functional and the def2-TZVPD basis) for C3H5MgO3Tb as an isolated structure.

Positions of all 13 atoms, in Å:
O -1.46 2.07 -0.27
C -2.50 1.33 0.06
C -2.46 -0.02 0.09
O -1.26 -0.61 -0.30
C -0.79 -1.71 0.47
Tb 0.33 1.16 -0.71
H -3.44 1.83 0.34
H -3.23 -0.69 0.47
H -0.86 -2.60 -0.16
H -1.31 -1.76 1.44
Mg 4.04 0.21 -0.13
O 2.19 0.30 -0.01
H 0.36 -1.66 0.72

As for the net charge: +1. The expectation value of S² is 16.77. Its spin multiplicity is 8.

Here are the Mulliken charges for atoms 1 to 2, given in e: -0.8749, -0.0611

=====

No. 2
Density functional theory data (the ωB97M-V functional and the def2-TZVPD basis) for C3H5N as an isolated structure.

Positions of all 9 atoms, in Å:
C 0.46 0.14 -0.29
C -0.76 0.86 -0.11
C -0.65 -0.62 0.01
N 2.36 0.00 0.07
H -0.79 1.44 0.85
H -1.10 1.25 -1.05
H -1.08 -1.19 -0.94
H -0.81 -0.94 1.03
H 2.38 -0.93 0.43

Here are the Mulliken charges for atoms 1 to 2, given in e: -0.0644, -0.3867

=====

No. 3
Density functional theory data (the ωB97M-V functional and the def2-TZVPD basis) for C3H5N as an isolated structure.

Positions of all 9 atoms, in Å:
C 0.58 -0.15 0.05
C -0.69 -0.73 -0.44
C -0.65 0.71 -0.20
N 1.69 0.46 0.26
H 2.44 -0.22 0.42
H 0.06 -1.24 0.60
H -1.47 -1.32 0.06
H -1.55 1.11 0.28
H -0.39 1.39 -1.03

Here are the Mulliken charges for atoms 1 to 2, given in e: 0.5926, -0.4900

=====

No. 4
Density functional theory data (the ωB97M-V functional and the def2-TZVPD basis) for the molecule C3H5N.

Positions of all 9 atoms, in Å:
C -0.05 0.56 -0.02
C -0.35 -0.54 2.11
C 0.63 0.39 -1.34
N -0.03 -0.11 0.95
H -0.97 -1.43 2.21
H 0.11 -0.27 3.06
H 1.70 0.00 -1.26
H 0.64 1.27 -1.87
H 0.13 -0.50 -1.66

Here are the Mulliken charges for atoms 1 to 2, given in e: 0.0224, -0.3660

=====

No. 5
Density functional theory data (the ωB97M-V functional and the def2-TZVPD basis) for an isolated ion of composition C3H5N2 and charge +1.

Positions of all 10 atoms, in Å:
C 0.86 0.11 -0.80
C 0.09 1.12 -0.28
N -0.85 0.52 0.54
C -0.57 -0.77 0.65
N 0.41 -1.04 -0.21
H 1.60 0.13 -1.58
H 0.18 2.16 -0.51
H -1.45 1.16 1.04
H -1.15 -1.47 1.23
H 0.88 -1.93 -0.08

As for the SMILES: c1c[nH+]c[nH]1. As for the net charge: +1.

Here are the Mulliken charges for atoms 1 to 2, given in e: -0.1834, -0.2944

=====

No. 6
Density functional theory data (the ωB97M-V functional and the def2-TZVPD basis) for an isolated ion of composition C3H5N2 and charge +1.

Positions of all 10 atoms, in Å:
C 0.99 -0.85 -0.21
C 0.07 -0.29 0.56
C -0.92 0.71 -0.09
N -2.37 0.08 -0.12
N -3.40 -0.27 -0.05
H 1.67 -1.54 0.24
H 1.17 -0.83 -1.33
H -0.21 -0.42 1.67
H -0.88 1.72 0.54
H -0.67 1.07 -1.07

As for the SMILES: C=CC[N+]#N. As for the net charge: +1.

Here are the Mulliken charges for atoms 1 to 2, given in e: -0.6362, 0.0422

=====

For the records above, the corresponding E values read -37206.80011, -4674.69692, -4675.51271, -4678.96277, -6165.62790, -6162.18245 eV.
For the records above, the corresponding strongest force on any atom values read 0.0694, 0.1628, 0.0501, 0.0781, 0.0386, 0.0599 Eh/bohr.